No. 1
Formula: C4H4Cl2LaO4Tl
Source: OMol25
Level of theory: the ωB97M-V functional and the def2-TZVPD basis

The geometry in XYZ format:
```
16
Properties=species:S:1:pos:R:3:forces:R:3
C -1.52173 -1.69469 0.59985 -5.193 -6.937 1.618
Cl 2.02865 2.26256 -0.52910 -1.029 -1.222 -1.893
C -0.45514 -0.03870 -4.87155 -1.135 -0.492 -3.414
O 0.10071 4.38683 -3.99658 0.819 -4.217 2.221
O 1.41309 0.45693 2.00163 -0.232 0.634 -1.043
H 1.44903 -0.35110 4.02239 -0.116 0.308 -0.801
La 0.03718 0.16503 0.07078 1.040 1.740 3.142
C 0.95926 -0.44310 3.02696 -1.845 -1.961 1.038
O -0.95066 -0.29901 -5.86737 1.781 0.867 3.850
Tl 0.97765 0.89358 -2.87804 0.832 0.605 -0.990
O -2.18415 -2.62711 0.80129 3.478 4.929 -1.031
H -0.17980 -0.36303 3.17829 1.425 0.229 0.002
H 1.15177 -1.48353 2.65586 0.186 0.795 0.303
H 1.53086 1.37686 2.28826 0.414 -0.041 0.673
C 0.30062 3.36744 -3.50781 -0.645 3.688 -2.452
Cl 0.94922 -1.67409 -1.59032 0.219 1.077 -1.220
```
Forces are in eV/Å.

Output
- DFT total energy (hartree) = -1578.2998
- net charge = +4
- relative energy (zero: lowest compared OMol25 entry of this formula, charge and spin) (kJ/mol) = 0.0
- frontier orbital gap (alpha / beta) (Ha) = 0.184 / 0.184

***

No. 2
Formula: C4H4Cl2O
Source: OMol25
Level of theory: the ωB97M-V functional and the def2-TZVPD basis

The geometry in XYZ format:
```
11
Properties=species:S:1:pos:R:3:forces:R:3
H 1.04445 2.81534 -0.14041 -0.295 -0.146 -0.183
C 0.78179 1.90391 0.44343 1.056 -1.236 0.302
Cl -3.07645 -1.18184 0.11268 0.007 -0.358 -0.118
H -0.37983 -2.14288 0.08328 0.059 -0.168 0.028
H 1.54464 -0.98759 -0.83839 0.052 0.220 0.207
C -0.37121 -1.06713 0.00494 -0.139 0.532 -0.221
H 1.49390 -0.66423 0.90822 0.006 0.215 -0.116
C -1.53622 -0.45294 -0.05022 0.117 1.198 0.432
Cl -1.65099 1.29726 -0.08971 -1.035 -0.417 -0.369
C 1.00200 -0.45165 -0.04921 0.214 -0.447 0.298
O 1.14793 0.93175 -0.38463 -0.042 0.607 -0.260
```
Forces are in eV/Å.

Output
- DFT total energy (hartree) = -1150.2832
- net charge = 0
- relative energy (zero: lowest compared OMol25 entry of this formula, charge and spin) (kJ/mol) = 348.6
- frontier orbital gap (Ha) = 0.332

***

No. 3
Formula: C4H4ClF
Source: OMol25
Level of theory: the ωB97M-V functional and the def2-TZVPD basis

The geometry in XYZ format:
```
10
Properties=species:S:1:pos:R:3:forces:R:3
H -1.26828 -1.49694 -1.16082 -0.235 0.573 0.299
H 1.44950 1.63810 1.61877 2.429 0.521 -0.575
H 1.49634 -0.48677 -1.44011 2.782 1.535 -0.485
Cl -1.04200 0.90797 -1.59724 0.216 -0.486 0.432
C -0.52043 -0.70494 -1.19647 -1.148 -0.140 -1.010
C -0.62042 1.07972 2.09526 -0.770 0.726 0.330
C 0.71551 -1.11562 -1.31709 -2.485 0.078 0.542
F 0.93892 -2.39816 -1.22289 0.857 -1.566 0.184
H -1.63992 1.15244 2.37145 -0.308 -0.553 -0.002
C 0.49078 1.42420 1.84914 -1.337 -0.687 0.284
```
Forces are in eV/Å.

Output
- DFT total energy (hartree) = -714.7387
- net charge = 0
- SMILES = F/C=C/Cl.C#C
- relative energy (zero: lowest compared OMol25 entry of this formula, charge and spin) (kJ/mol) = 234.2
- frontier orbital gap (Ha) = 0.389

***

No. 4
Formula: C4H4ClF
Source: OMol25
Level of theory: the ωB97M-V functional and the def2-TZVPD basis

The geometry in XYZ format:
```
10
Properties=species:S:1:pos:R:3:forces:R:3
Cl -2.04170 -1.29517 -0.16520 0.783 0.144 0.632
C 0.79375 -0.62275 -0.19167 -1.074 -0.533 2.940
F -1.29953 2.01020 0.03445 -0.124 -0.295 0.679
H 1.46863 -1.04871 0.56556 0.519 0.457 -0.690
H -0.45516 -0.53237 1.67489 -0.913 -0.546 -1.703
C 0.68367 0.79221 -0.54016 -1.857 -0.627 2.412
C -0.46533 0.97675 0.09463 0.021 -0.426 -1.560
C -0.59889 -0.46339 0.53321 -0.123 1.150 1.774
H 1.27549 1.41981 -1.01775 2.742 2.697 -2.214
H 0.63908 -1.23657 -0.98797 0.027 -2.022 -2.271
```
Forces are in eV/Å.

Output
- DFT total energy (hartree) = -714.7928
- net charge = 0
- SMILES = FC1=CC[C@@H]1Cl
- relative energy (zero: lowest compared OMol25 entry of this formula, charge and spin) (kJ/mol) = 92.1
- frontier orbital gap (Ha) = 0.397

***

No. 5
Formula: C4H4ClF
Source: OMol25
Level of theory: the ωB97M-V functional and the def2-TZVPD basis

The geometry in XYZ format:
```
10
Properties=species:S:1:pos:R:3:forces:R:3
Cl -1.27338 1.52491 1.39555 -0.356 -0.608 -0.581
H -1.38706 0.45072 -0.69493 0.074 -0.245 -0.369
H 0.12312 -1.63264 0.29416 0.363 1.235 0.149
F -2.12082 -0.89442 0.66545 0.982 1.330 -0.496
H 0.59587 -0.42873 1.52415 -0.489 -0.016 0.954
H 2.05438 0.73190 -2.34866 0.170 0.305 1.186
C 1.18228 0.10713 -0.34212 1.251 0.994 -3.104
C 1.75758 0.59579 -1.30427 -1.112 -1.264 0.652
C -1.15518 0.06924 0.28379 -0.664 -0.192 2.450
C 0.22322 -0.52389 0.52688 -0.220 -1.540 -0.841
```
Forces are in eV/Å.

Output
- DFT total energy (hartree) = -714.7886
- net charge = 0
- SMILES = C#CC[C@@H](F)Cl
- relative energy (zero: lowest compared OMol25 entry of this formula, charge and spin) (kJ/mol) = 103.1
- frontier orbital gap (Ha) = 0.415

***

No. 6
Formula: C4H4ClF
Source: OMol25
Level of theory: the ωB97M-V functional and the def2-TZVPD basis

The geometry in XYZ format:
```
10
Properties=species:S:1:pos:R:3:forces:R:3
H -1.21612 0.99269 1.56769 0.002 0.421 -0.114
H 0.50069 -0.79970 1.45608 -0.247 -0.633 0.343
Cl 0.63505 -0.97695 -0.88721 0.111 -0.538 0.142
H -1.63171 0.69759 -0.14299 0.150 0.388 0.113
C 1.12324 2.39870 -0.20841 2.058 1.525 -1.017
F -1.35775 -1.45749 0.67042 1.200 -0.156 0.653
C 0.19520 1.77686 0.13176 -2.556 -1.762 1.373
H 1.92907 2.90239 -0.63930 0.644 0.535 -0.160
C -0.80912 0.83712 0.56738 0.444 -2.580 0.293
C -0.20233 -0.69058 0.64382 -1.805 2.800 -1.625
```
Forces are in eV/Å.

Output
- DFT total energy (hartree) = -714.7907
- net charge = 0
- SMILES = C#CC[C@@H](F)Cl
- relative energy (zero: lowest compared OMol25 entry of this formula, charge and spin) (kJ/mol) = 97.7
- frontier orbital gap (Ha) = 0.416

***

Question: Look up the relative energy (zero: lowest compared OMol25 entry of this formula, charge and spin) of the sixth one.
Answer: 97.7 kJ/mol